#A
65
Properties=species:S:1:pos:R:3 method="wB97M-V/def2-TZVPD" gap_ev=6.02 multiplicity=1
Ba 0.157 -0.701 0.130
I 0.409 -4.019 1.305
C 1.672 -4.827 -0.165
C 1.971 -6.156 -0.102
C 2.829 -6.713 -1.072
C 3.345 -5.923 -2.057
C 3.036 -4.543 -2.125
C 3.572 -3.729 -3.152
C 3.267 -2.400 -3.188
C 2.414 -1.844 -2.207
C 1.835 -2.558 -1.177
C 2.177 -3.946 -1.158
H 1.561 -6.782 0.679
H 3.070 -7.767 -1.024
H 4.006 -6.344 -2.807
H 4.220 -4.180 -3.894
H 3.680 -1.769 -3.969
H 2.236 -0.767 -2.305
Se -5.718 3.041 5.913
N -4.671 3.711 4.613
C -3.970 2.723 4.138
C -2.983 2.870 3.079
C -2.655 4.123 2.561
C -1.661 4.205 1.613
C -1.036 3.029 1.206
N -1.361 1.829 1.660
C -2.314 1.739 2.592
C -2.602 0.402 3.151
N -1.976 -0.649 2.610
C -2.131 -1.830 3.186
C -2.919 -2.052 4.312
C -3.612 -0.988 4.840
C -3.463 0.266 4.248
C -4.191 1.427 4.740
N -5.067 1.372 5.700
H -3.169 5.000 2.933
H -1.347 5.154 1.201
H -0.204 3.053 0.513
H -1.617 -2.663 2.723
H -2.984 -3.042 4.740
H -4.263 -1.095 5.697
C -2.082 2.620 -2.541
S -0.622 1.731 -2.001
O -1.077 0.293 -1.900
C 0.381 1.799 -3.475
C 1.302 2.827 -3.599
C 2.099 2.876 -4.733
C 1.977 1.896 -5.707
C 1.065 0.859 -5.555
C 0.257 0.803 -4.432
H -2.533 2.072 -3.366
H -1.797 3.624 -2.853
H -2.756 2.666 -1.687
H 1.415 3.562 -2.811
H 2.829 3.667 -4.844
H 2.610 1.931 -6.584
H 0.992 0.085 -6.307
H -0.435 -0.012 -4.266
Cl 4.389 1.197 2.582
C 2.721 1.713 2.851
Cl 2.547 3.468 2.638
C 1.797 0.928 1.903
O 1.320 -0.124 2.376
O 1.591 1.373 0.752
H 2.465 1.487 3.880

#B
65
Properties=species:S:1:pos:R:3 method="wB97M-V/def2-TZVPD" gap_ev=6.50 multiplicity=1
Ba -1.904 0.433 -0.536
I -3.236 -0.413 -3.487
C -1.343 -1.209 -4.192
C -1.427 -1.732 -5.453
C -0.305 -2.312 -6.054
C 0.879 -2.312 -5.378
C 0.980 -1.764 -4.083
C 2.220 -1.778 -3.414
C 2.312 -1.342 -2.125
C 1.168 -0.864 -1.465
C -0.070 -0.757 -2.067
C -0.165 -1.214 -3.411
H -2.362 -1.701 -5.989
H -0.394 -2.746 -7.039
H 1.760 -2.752 -5.820
H 3.084 -2.152 -3.947
H 3.262 -1.354 -1.607
H 1.285 -0.557 -0.434
Se 7.193 2.603 2.644
N 5.560 2.924 3.218
C 4.719 2.813 2.210
C 3.304 3.032 2.299
C 2.679 3.436 3.482
C 1.317 3.642 3.471
C 0.626 3.466 2.269
N 1.197 3.075 1.154
C 2.509 2.848 1.146
C 3.113 2.433 -0.113
N 2.304 2.224 -1.153
C 2.827 1.845 -2.296
C 4.197 1.662 -2.502
C 5.052 1.885 -1.445
C 4.512 2.265 -0.213
C 5.322 2.456 0.958
N 6.631 2.310 1.002
H 3.281 3.593 4.366
H 0.794 3.957 4.361
H -0.436 3.654 2.197
H 2.124 1.681 -3.102
H 4.565 1.355 -3.471
H 6.124 1.781 -1.537
C -6.496 -1.319 0.279
S -4.733 -1.426 -0.203
O -4.188 -0.060 -0.067
C -4.134 -2.348 1.237
C -3.171 -3.294 0.916
C -2.535 -4.001 1.919
C -2.882 -3.771 3.240
C -3.871 -2.856 3.554
C -4.498 -2.129 2.554
H -6.626 -0.665 1.134
H -6.824 -2.327 0.506
H -7.047 -0.928 -0.570
H -2.935 -3.470 -0.126
H -1.775 -4.724 1.668
H -2.373 -4.303 4.028
H -4.140 -2.694 4.586
H -5.242 -1.390 2.811
Cl -2.494 2.626 3.826
C -1.628 1.146 3.456
Cl -2.350 -0.224 4.278
C -1.590 0.891 1.925
O -1.356 -0.271 1.580
O -1.764 1.864 1.202
H -0.606 1.255 3.825

#A comes first in stability; the runner-up is 0.0867 hartree higher.

#A
11
Properties=species:S:1:pos:R:3 method="wB97M-V/def2-TZVPD" gap_ev=8.69 multiplicity=1
C 0.113 -0.711 -0.352
C -1.184 -0.160 0.432
S -0.796 1.488 0.985
N 1.526 -0.184 -0.016
H 0.251 -1.800 -0.299
H 0.019 -0.494 -1.435
H -2.175 0.092 0.009
H -1.350 -0.958 1.173
H 0.344 1.772 -0.450
H 1.303 0.562 0.693
H 1.946 0.392 -0.740

#B
11
Properties=species:S:1:pos:R:3 method="wB97M-V/def2-TZVPD" gap_ev=10.12 smiles=NCCS multiplicity=1
N 1.197 0.834 0.990
C 0.713 -0.086 -0.028
C -0.812 -0.050 -0.102
S -1.337 -0.930 -1.730
H 0.833 1.787 1.142
H 2.222 0.810 1.155
H 1.094 0.121 -1.066
H 0.957 -1.069 0.263
H -1.206 1.002 -0.078
H -1.278 -0.720 0.647
H -2.383 -1.699 -1.193

#C
11
Properties=species:S:1:pos:R:3 method="wB97M-V/def2-TZVPD" gap_ev=9.06 smiles="C=CN.S" multiplicity=1
C -1.208 -0.010 -0.385
C -1.079 -0.418 0.885
N -0.053 -0.043 1.716
H -1.695 -0.657 -1.097
H -0.811 0.941 -0.723
H -1.784 -1.178 1.212
H 0.719 0.473 1.336
H -0.155 -0.178 2.703
S 2.295 0.859 -1.732
H 1.001 0.547 -1.816
H 2.769 -0.338 -2.099

#B comes first in stability; the runner-up is 0.0166 hartree higher.

#A
8
Properties=species:S:1:pos:R:3 method="wB97M-V/def2-TZVPD" gap_ev=10.11 smiles="O=C=NP.I" multiplicity=1
O 0.764 -2.524 -0.217
C 0.199 -1.506 -0.181
N -0.602 -0.573 -0.263
P -1.103 0.881 0.348
H -2.522 0.595 0.874
H -1.806 1.426 -0.665
I 3.099 0.356 0.155
H 1.970 1.346 -0.052

#B
8
Properties=species:S:1:pos:R:3 method="wB97M-V/def2-TZVPD" gap_ev="6.66 / 6.66" multiplicity=1
C 1.606 -1.728 3.383
N 1.443 -1.244 2.301
O 3.677 -0.939 1.540
P 2.430 -0.371 1.149
I 2.006 -1.934 5.329
H -0.133 0.325 1.427
H 1.916 -1.223 0.112
H -0.581 -0.271 1.322

#A comes first in stability; the runner-up is 0.1016 hartree higher.

#A
16
Properties=species:S:1:pos:R:3 method="wB97M-V/def2-TZVPD" gap_ev=9.23 multiplicity=1
C 0.835 -0.557 -0.181
C -0.470 -1.267 -0.273
C 1.924 -1.323 0.569
C -1.906 2.391 -0.475
C -2.983 1.730 -1.254
O -0.342 0.013 0.420
F -4.136 1.672 -0.626
H 1.432 0.068 -0.941
H -0.856 -2.132 0.353
H 1.394 -1.978 1.331
H 2.395 -0.597 1.244
H 2.576 -1.945 -0.119
H -2.070 2.620 0.607
H -1.753 3.396 -0.790
H -0.990 1.905 -0.593
H -1.041 -1.016 -1.196

#B
16
Properties=species:S:1:pos:R:3 method="wB97M-V/def2-TZVPD" gap_ev=10.19 multiplicity=1
C 1.279 -1.068 0.429
C 0.489 -0.700 -0.832
C 0.163 0.680 -0.277
C -1.084 1.389 -0.801
C -0.969 0.783 0.683
H -0.624 -1.344 1.199
H 1.800 -1.951 0.085
H 1.928 0.011 0.531
H 1.152 -0.890 -1.731
H -0.402 -1.456 -0.757
H 1.060 1.371 -0.032
H -1.816 1.027 -1.511
H -0.916 2.498 -1.023
H -0.951 1.629 1.444
O 0.595 -1.591 1.637
F -1.704 -0.388 0.958

#C
16
Properties=species:S:1:pos:R:3 method="wB97M-V/def2-TZVPD" gap_ev=10.44 smiles="C=C1OC1(C)C.F" multiplicity=1
C -0.163 -2.341 -0.630
C -0.190 -1.129 -0.075
O -1.023 -0.321 0.684
C 0.261 0.208 0.212
C 0.095 1.313 -0.896
C 1.470 0.483 1.050
H 0.551 -2.595 -1.361
H -0.839 -3.252 -0.380
H -0.975 1.626 -0.810
H 0.225 0.873 -1.964
H 0.758 2.165 -0.572
H 2.256 0.963 0.500
H 1.920 -0.326 1.614
H 1.206 1.046 1.886
F -3.105 0.911 0.165
H -2.447 0.376 0.579

#C comes first in stability; the runner-up is 0.1074 hartree higher.

#A
10
Properties=species:S:1:pos:R:3 method="wB97M-V/def2-TZVPD" gap_ev=10.22 smiles=C#CCC multiplicity=1
C -1.160 0.982 -1.673
C -0.423 0.884 -0.713
C 0.542 0.360 0.206
C 0.072 -0.848 1.072
H -1.182 0.770 -2.718
H 1.234 1.002 0.750
H 1.063 0.331 -0.846
H 0.722 -1.714 0.937
H -0.956 -1.154 0.833
H 0.087 -0.612 2.150

#B
10
Properties=species:S:1:pos:R:3 method="wB97M-V/def2-TZVPD" gap_ev=11.57 smiles="C#C.C=C" multiplicity=1
C 0.153 0.809 2.513
C 0.967 1.492 2.004
H -0.548 0.105 3.121
H 1.982 1.754 1.507
C -0.714 -1.083 -1.101
C -0.033 -0.423 -1.952
H -0.487 -1.080 -0.051
H -1.857 -1.047 -1.300
H 0.938 -0.136 -1.669
H -0.402 -0.392 -3.073

#C
10
Properties=species:S:1:pos:R:3 method="wB97M-V/def2-TZVPD" gap_ev=11.12 smiles=C#CCC multiplicity=1
C -1.826 -0.141 -0.701
C -0.765 -0.369 -0.221
C 0.578 -0.558 0.445
C 1.403 0.843 0.294
H -2.685 -0.266 -1.461
H 1.187 -1.332 0.049
H 0.353 -0.728 1.518
H 1.268 1.458 -0.729
H 1.117 1.569 1.137
H 2.424 0.648 0.584

#C comes first in stability; the runner-up is 0.0313 hartree higher.